Computed, not measured: C43H45BCdF3N7O8PS as an isolated structure, with ωB97M-V with the def2-TZVPD basis set.

Last column: Löwdin charge in e.
Positions of all 110 atoms, in Å:
Cd  2.783  -1.034  1.076  1.4033
N  2.805  2.519  6.670  0.0767
C  3.636  1.959  5.691  -0.3241
C  4.878  1.424  6.035  -0.0513
C  5.701  0.887  5.057  -0.0739
C  5.288  0.881  3.737  -0.2853
C  4.065  1.427  3.387  -0.0816
C  3.243  1.971  4.353  -0.0110
S  6.298  0.112  2.477  0.5996
O  7.400  -0.514  3.173  -0.3457
O  6.656  1.142  1.525  -0.3336
N  5.202  -0.903  1.828  -0.1418
C  5.585  -2.012  1.197  -0.4979
N  4.585  -2.703  0.587  0.0453
C  4.884  -3.839  0.000  -0.1569
C  6.162  -4.378  0.008  -0.0885
C  7.131  -3.586  0.613  -0.1605
N  6.873  -2.428  1.177  0.1210
H  2.897  2.101  7.582  0.0717
H  1.844  2.597  6.369  0.0809
H  5.184  1.415  7.076  0.0969
H  6.657  0.444  5.301  0.1014
H  3.736  1.397  2.360  0.0638
H  2.273  2.358  4.067  0.0883
H  4.059  -4.340  -0.502  0.0976
H  6.392  -5.329  -0.448  0.0760
H  8.173  -3.898  0.643  0.0987
C  -5.006  2.928  1.221  -0.0685
C  -4.532  1.727  2.043  -0.2100
N  -3.346  1.116  1.488  -0.0512
C  -2.111  1.499  1.998  0.0301
C  -0.926  1.005  1.610  -0.0100
C  0.321  1.467  2.418  -0.6354
O  0.093  2.364  3.251  -0.0429
O  1.390  0.864  2.206  -0.0923
C  -0.877  -0.009  0.581  -0.3117
O  0.139  -0.496  0.086  -0.0362
C  -2.187  -0.455  0.098  -0.0198
C  -2.238  -1.490  -0.833  0.0937
C  -3.441  -1.930  -1.330  -0.1873
F  -3.457  -2.997  -2.192  0.0308
C  -4.631  -1.315  -0.984  -0.1748
C  -4.594  -0.275  -0.056  0.0496
C  -3.394  0.142  0.528  -0.1293
N  -5.904  -1.663  -1.542  -0.1046
C  -5.927  -2.152  -2.901  -0.1562
C  -7.320  -1.897  -3.464  -0.0902
N  -8.300  -2.647  -2.617  0.0524
C  -8.225  -2.205  -1.191  -0.0959
C  -6.798  -2.417  -0.695  -0.1438
H  -5.928  3.334  1.638  0.0702
H  -5.170  2.645  0.182  0.0674
H  -4.243  3.704  1.246  0.0808
H  -5.330  0.983  2.117  0.1063
H  -4.291  2.059  3.054  0.1221
H  -2.139  2.256  2.771  0.1327
H  -1.302  -1.939  -1.134  0.1134
H  -5.534  0.200  0.186  0.1048
H  -5.694  -3.229  -2.979  0.1316
H  -5.184  -1.610  -3.485  0.1513
H  -7.397  -2.237  -4.496  0.1364
H  -7.558  -0.837  -3.406  0.1415
H  -8.038  -3.637  -2.650  0.1810
H  -9.248  -2.549  -2.979  0.1826
H  -8.942  -2.771  -0.597  0.1349
H  -8.476  -1.146  -1.150  0.1400
H  -6.573  -3.501  -0.687  0.1414
H  -6.708  -2.050  0.326  0.1393
O  4.958  -0.443  -2.643  0.0205
C  3.914  0.067  -2.287  -0.7318
O  3.215  -0.180  -1.222  -0.2892
C  3.170  1.152  -3.089  -0.2043
P  1.688  1.134  -1.963  1.0506
C  2.089  2.448  -0.754  -0.3439
C  3.332  2.574  -0.141  -0.0831
C  3.565  3.601  0.764  -0.0858
C  2.562  4.500  1.085  -0.0933
C  1.311  4.362  0.505  -0.0944
C  1.079  3.348  -0.407  -0.1300
C  0.617  2.252  -3.099  -0.3581
C  0.931  3.571  -3.434  -0.1065
C  0.206  4.255  -4.396  -0.1048
C  -0.859  3.641  -5.042  -0.1321
C  -1.198  2.340  -4.705  -0.1280
C  -0.460  1.660  -3.745  -0.1306
H  2.956  0.873  -4.122  0.0810
H  3.706  2.103  -3.094  0.0865
H  4.133  1.872  -0.339  0.1027
H  4.538  3.679  1.233  0.1067
H  2.749  5.283  1.809  0.0955
H  0.512  5.041  0.775  0.0953
H  0.099  3.245  -0.854  0.0984
H  1.754  4.062  -2.929  0.1053
H  0.471  5.275  -4.650  0.0914
H  -1.416  4.176  -5.802  0.0843
H  -2.034  1.856  -5.201  0.0813
H  -0.714  0.638  -3.489  0.0753
C  -0.014  -4.059  -0.304  -0.0230
C  0.874  -3.463  -1.376  -0.5002
C  0.521  -3.860  -2.798  -0.0180
O  1.819  -2.765  -1.124  0.0382
H  -0.889  -4.555  -0.718  0.0710
H  -0.317  -3.284  0.397  0.0579
H  0.586  -4.775  0.259  0.0973
H  -0.447  -3.438  -3.073  0.0684
H  0.457  -4.946  -2.871  0.0776
H  1.283  -3.484  -3.478  0.0844
F  2.058  -3.513  2.840  0.0674
B  1.584  -2.385  2.258  -0.6873
F  0.247  -2.362  2.501  0.0641

Values from the calculation:
Lowest unoccupied orbital energy   -0.03156 Eh
Net charge   -1
Strongest force on any atom   1.78 eV/Å
Gap between HOMO and LUMO   2.78 eV